<A>
Below is 18 unconnected molecules or ions with the total composition CH35O20, with properties calculated with the ωB97M-V functional and the def2-TZVPD basis.

Calculated values
M ... 367.3 g/mol
Kohn-Sham gap ... 9.46 eV

The geometry in ORCA input format:
```
! RIJCOSX wB97M-V def2-TZVPD def2/J DEFGRID3
* xyz -1 1
H -1.0838 -2.0210 -2.5713
O -1.1208 -0.1710 -0.6503
O -1.9598 -2.3990 -2.7143
H -0.4588 3.4340 0.3757
H 2.5042 -0.7170 0.4817
H 3.1872 -2.0710 -2.8833
C 0.0062 -0.2390 0.0177
H -0.6078 0.7890 -3.2833
H 2.9342 1.6880 0.6197
H -0.2158 -2.0910 3.3787
O 1.1242 -0.2120 -0.4733
O -1.3718 3.3360 0.1927
O -1.0658 -0.5240 3.6127
H 1.2682 -2.0050 -1.8243
H -0.8768 2.0500 2.7737
H -3.1568 0.7650 -2.3803
H -1.7028 2.4940 0.5567
O 2.1452 -0.2180 3.7147
H 1.6202 0.1220 3.0437
O -0.1088 2.2540 2.3247
O 0.9212 -2.8120 -2.0893
H 2.9482 -0.6640 -2.3673
O 3.2002 -1.5450 -2.1103
H 0.8012 0.4540 -3.1023
H 0.8202 -3.0410 2.7827
O -3.9038 -0.1720 -0.9773
O -2.7598 1.3440 -3.0603
H 0.2422 1.4170 2.0347
H -0.9898 -0.0260 -1.5643
O 3.1802 -1.1040 1.0507
H -0.8738 -0.6980 2.6777
O -0.0338 0.0500 -3.1463
H -0.0728 2.4780 -1.4243
H 3.0702 -0.7850 1.9107
H 1.6232 -3.3670 -1.8313
H -2.0868 -2.6080 1.3137
O 2.7212 2.0190 1.5307
H 3.2962 1.3400 -1.5083
H 2.7112 0.5400 3.9187
H -1.9178 -1.5980 0.2487
H -3.4828 1.4280 0.9037
O -2.5868 1.3170 1.3017
H 2.1142 2.8310 1.4657
H -4.8558 -0.2830 -0.8483
O 0.8502 2.3390 -1.3303
O 0.0492 -2.9770 3.3107
O -2.6028 -2.1010 0.7157
H 0.9792 1.3940 -1.0343
H 4.6582 0.8830 -0.8573
H -1.8688 -2.8210 -3.6003
H -2.0138 -0.6960 3.7807
H -3.6248 -0.7470 -0.2823
O 3.9592 1.5370 -0.8603
H -3.2948 2.0510 -3.2153
O -0.1458 -0.3530 1.2307
H -2.0928 0.7140 0.7207
*
```

***

<B>
Below is 18 unconnected molecules or ions with the total composition CH35O20, with properties calculated with the ωB97M-V functional and the def2-TZVPD basis.

Calculated values
M ... 367.3 g/mol
Kohn-Sham gap ... 9.65 eV

The geometry in ORCA input format:
```
! RIJCOSX wB97M-V def2-TZVPD def2/J DEFGRID3
* xyz -1 1
H 1.1440 1.6058 -2.8118
H 2.3309 -0.7745 0.3795
C 0.2086 0.1320 0.1643
O 0.4617 0.0376 1.3529
H -0.3435 3.3399 1.1828
H 0.5646 -3.1706 1.2255
O -0.9653 3.1543 -2.7792
H 0.5925 -1.9329 -2.9967
H 0.4442 -1.4750 4.3851
H -2.6474 2.5759 2.3159
O 3.0988 -0.9979 0.9412
H 1.6282 -3.2513 -1.2973
H -1.1066 -2.7836 -0.1890
H 1.3750 3.0715 -0.0433
H 2.7334 0.2321 -2.4334
H 0.8562 1.0939 2.7456
O -1.6689 -3.0465 -0.9407
O 0.7501 -0.6175 -0.6859
H 0.7665 1.4080 4.2536
O -0.7059 1.0740 -0.2199
H -2.9404 1.1751 2.6507
O 2.1511 -3.5634 0.4525
H 3.5034 -0.7843 -3.2032
H 2.3401 -2.2941 -2.1335
O -0.9274 3.0324 1.8085
H -1.1073 -0.3474 2.0831
O 3.1352 -0.6386 -2.3301
O -3.3301 2.0695 2.6566
O -3.2363 1.9521 -1.4355
H -0.6641 -0.4857 3.8285
H 3.1126 -0.2811 1.5874
O 1.7107 1.6667 -2.0267
H -1.6149 2.7137 -2.2339
O 0.8309 1.8500 3.3663
O -1.8915 -0.2648 2.6795
O -0.2403 -2.7158 1.4834
O 1.8453 -3.1041 -2.1941
O 0.5932 3.5412 -0.3816
H -1.2752 -1.1123 -2.4555
H 0.0275 -1.7875 1.3444
O -0.3104 -0.9019 4.6517
O -0.1183 -1.8043 -3.6089
H -0.2733 2.6621 2.4096
H -3.5122 1.2375 -0.7694
H -2.2505 -2.3088 -1.0905
H -3.8971 1.8663 -2.0417
H -0.9686 1.6540 0.5294
H -1.3130 3.1162 -3.6573
H 0.3305 -1.4912 -4.3798
H 1.5131 0.9392 -1.4844
H -2.4226 -1.0429 2.7909
H 2.4589 -2.6592 0.6529
H 2.9344 -4.0845 0.6314
H -1.6993 0.0679 -1.5427
O -2.0382 -0.5706 -2.2415
H 0.0270 3.0231 -0.9459
*
```

***

Least stable structure: <A>

***

<A>
Below is 2 unconnected molecules or ions with the total composition C3H9NO2S2, with properties calculated with the ωB97M-V functional and the def2-TZVPD basis.

Calculated values
M ... 155.2 g/mol
Kohn-Sham gap ... 9.36 eV
Structure (SMILES) ... NC(=O)CCSS.O

The geometry in ORCA input format:
```
! RIJCOSX wB97M-V def2-TZVPD def2/J DEFGRID3
* xyz 0 1
H -1.5013 0.4181 -1.5652
N -1.7730 -1.9328 0.6581
H -2.2017 -2.8193 0.8593
C -0.5516 0.6696 0.3160
H -1.3997 1.1959 0.7194
H -0.1179 -0.4635 -1.4390
O -2.5294 -1.9077 -1.4608
C -0.9850 -0.1970 -0.8535
C -1.8355 -1.4068 -0.6011
H -1.0234 -1.6852 1.2799
H 2.6850 1.0806 0.6234
O 1.3744 -3.3971 0.1702
S 2.0319 2.1814 1.0283
H 1.5056 -4.3501 0.1509
H 1.1395 -3.1852 1.0856
S 0.5182 2.0138 -0.3635
H 0.0415 0.1837 1.0856
*
```

***

<B>
Below is 3 unconnected molecules or ions with the total composition C3H9NO2S2, with properties calculated with the ωB97M-V functional and the def2-TZVPD basis.

Calculated values
M ... 155.2 g/mol
Kohn-Sham gap ... 3.50 eV

The geometry in ORCA input format:
```
! RIJCOSX wB97M-V def2-TZVPD def2/J DEFGRID3
* xyz 0 1
H -1.6742 -2.3513 0.9965
H 3.7661 0.9571 -0.9388
N 3.0830 0.1995 -1.1328
C 1.2454 -1.0465 -0.4174
H -2.3610 1.7358 0.8582
H 3.6914 -0.5435 -1.5063
H -0.4560 -0.1342 0.5581
C 2.2450 -0.0286 0.0254
H 1.4113 -1.2949 -1.4577
H -3.7426 1.0007 -1.6255
S -0.4262 -2.2016 1.4217
C -0.1251 -1.0087 0.0764
O -2.1752 2.3838 1.6128
H -3.0102 2.5042 2.0609
S -3.1191 0.3040 -0.6136
H -0.6397 -1.2358 -0.8710
O 2.2870 0.7600 0.9531
*
```

***

Least stable structure: <B>

***

<A>
Below is 2 unconnected molecules or ions with the total composition C2H7NO3, with properties calculated with the ωB97M-V functional and the def2-TZVPD basis.

Calculated values
M ... 93.1 g/mol
Kohn-Sham gap ... 10.77 eV
Structure (SMILES) ... CNC(=O)O.O

The geometry in ORCA input format:
```
! RIJCOSX wB97M-V def2-TZVPD def2/J DEFGRID3
* xyz 0 1
H -0.7158 -0.6392 -2.9533
H -0.2216 -1.7838 -1.6950
H -1.7847 0.2939 -1.1503
H 1.0213 0.1245 2.6506
H -0.0766 0.4971 3.5901
H 0.8527 -0.4670 -2.2069
O 1.0249 0.1578 0.3753
O 0.8732 0.6162 3.4700
N -0.7923 0.1426 -1.0473
O -1.0337 0.7590 1.1252
C -0.1768 -0.7493 -2.0209
H 1.3831 0.6778 -0.3609
C -0.3536 0.3704 0.2233
*
```

***

<B>
Below is a molecular structure, C2H7NO3, with properties calculated with the ωB97M-V functional and the def2-TZVPD basis.

Calculated values
M ... 93.1 g/mol
Kohn-Sham gap ... 8.65 eV

The geometry in ORCA input format:
```
! RIJCOSX wB97M-V def2-TZVPD def2/J DEFGRID3
* xyz 0 1
O 1.3689 1.0705 1.2582
C -0.2727 -1.4939 -0.0175
H -1.5331 -0.6307 -1.7080
O 0.6754 -1.2557 0.8477
O -0.6960 -2.5643 -0.5003
C -1.1491 -0.3296 -0.7538
H 1.1895 -0.1962 1.2088
N -0.2812 0.8554 -0.7876
H -0.3839 1.3612 -1.8030
H -2.0344 -0.1267 -0.1566
H 0.5020 1.4878 1.3092
H 1.9008 1.2762 1.9603
H 0.7138 0.5460 -0.8574
*
```

***

<C>
Below is a single C2H7NO3 molecule, with properties calculated with the ωB97M-V functional and the def2-TZVPD basis.

Calculated values
M ... 93.1 g/mol
Kohn-Sham gap ... 10.80 eV
Structure (SMILES) ... CO[C@@H](N)OO

The geometry in ORCA input format:
```
! RIJCOSX wB97M-V def2-TZVPD def2/J DEFGRID3
* xyz 0 1
O -2.1289 0.3976 1.4918
H -0.5245 1.0564 -0.2331
C 1.8913 0.2739 -0.7042
H 1.5455 -0.1319 -1.6595
H -0.7185 -1.8532 -0.3807
C -0.3148 0.0431 0.1585
H -2.1943 0.8055 2.3667
H -1.8383 -0.7446 -0.9102
N -0.8563 -0.9123 -0.7337
O 1.0911 -0.1835 0.3637
H 1.8786 1.3688 -0.7548
O -0.7362 -0.0560 1.4928
H 2.9052 -0.0637 -0.4972
*
```

***

<D>
Below is 2 unconnected molecules or ions with the total composition C2H7NO3, with properties calculated with the ωB97M-V functional and the def2-TZVPD basis.

Calculated values
M ... 93.1 g/mol
Kohn-Sham gap ... 10.45 eV
Structure (SMILES) ... CNC(=O)O.O

The geometry in ORCA input format:
```
! RIJCOSX wB97M-V def2-TZVPD def2/J DEFGRID3
* xyz 0 1
H 3.5584 0.6785 -0.0819
O -0.8029 1.0745 -0.1674
H 2.8458 -0.4866 -1.2041
H -3.3417 -0.2283 -0.1577
N 1.4337 0.8425 -0.2610
H -3.1020 -1.5930 -0.6510
H -0.7193 -1.1633 0.4875
O -3.0336 -1.0713 0.1448
H 2.5693 -0.6266 0.5226
O 0.1739 -0.8102 0.5902
C 2.6747 0.0890 -0.2936
H 1.4508 1.7094 -0.7666
C 0.1804 0.4093 0.0262
*
```

***

Least stable structure: <C>